No. 1
Molecular formula: C9H17BCl22O2Si2
Method: DFT, wB97M-V/def2-TZVPD

Values from the calculation:
LUMO = 0.00783 hartree
HOMO-LUMO gap = 9.7 eV

Last column: Löwdin charge in e.
Cartesian coordinates (Å):
C: 3.56579 -3.21537 -0.32309  -0.156
C: 3.28305 -1.82949 -0.92457  -0.199
B: 2.18206 -1.00270 -0.17834  -0.525
O: 2.30757 0.34010 0.06397  0.051
Si: 0.45668 -1.85336 0.49628  0.608
O: -0.31953 -2.65979 -0.74979  -0.477
Si: -1.94129 -2.72036 -0.92594  0.023
Cl: -2.64316 -4.63703 -0.85379  0.271
H: 4.32791 -3.72647 -0.91458  0.065
H: 2.67970 -3.85300 -0.34507  0.066
H: 3.93782 -3.16105 0.69971  0.042
H: 2.88813 -1.98002 -1.93990  0.114
H: 4.22018 -1.27310 -1.05108  0.088
H: 3.21065 0.64524 0.24329  0.007
H: 0.79734 -2.81501 1.57834  -0.035
H: -0.44976 -0.83648 1.05988  -0.062
H: -2.61783 -1.93065 0.11676  -0.045
H: -2.28660 -2.21961 -2.25736  -0.079
C: -0.94246 2.28282 -0.57021  -1.541
Cl: -0.78586 2.22309 -2.32427  0.537
Cl: -1.34080 3.90460 -0.01617  0.519
Cl: -2.13483 1.10719 -0.01161  0.514
H: 0.01326 2.00726 -0.13821  0.002
C: -5.07363 -0.83939 -4.09544  -1.539
Cl: -4.16119 -0.02639 -2.82296  0.508
Cl: -4.32174 -2.37121 -4.54229  0.529
Cl: -6.74943 -1.08563 -3.61070  0.503
H: -5.06589 -0.19927 -4.96774  0.011
C: -0.41035 4.34305 4.03778  -1.559
Cl: -1.04285 2.82457 3.41181  0.518
Cl: -0.23053 4.29038 5.79002  0.533
Cl: 1.11919 4.74246 3.25451  0.498
H: -1.12013 5.12400 3.79754  0.014
C: 5.73096 3.08950 0.97119  -1.538
Cl: 5.46771 1.49359 0.23931  0.574
Cl: 6.42362 2.92782 2.57800  0.543
Cl: 6.74213 4.08072 -0.06955  0.542
H: 4.76538 3.56958 1.06448  0.013
C: 3.94816 -6.32750 2.68107  -1.553
Cl: 2.94984 -4.92673 3.06600  0.529
Cl: 5.15676 -5.92946 1.45978  0.539
Cl: 4.70830 -6.98018 4.13137  0.527
H: 3.30159 -7.09169 2.27035  0.011
C: -10.33206 -3.25145 -3.28065  -1.554
Cl: -10.02509 -1.52986 -3.03139  0.504
Cl: -11.32300 -3.50663 -4.71674  0.525
Cl: -8.83004 -4.16126 -3.37739  0.524
H: -10.88674 -3.61158 -2.42437  0.010
C: 2.14451 8.61219 1.45537  -1.560
Cl: 1.84444 8.55897 3.19160  0.518
Cl: 3.84597 8.31110 1.10250  0.522
Cl: 1.11429 7.46692 0.59755  0.509
H: 1.90183 9.60654 1.10477  0.010

=====

No. 2
Molecular formula: C4H5NO3
Method: DFT, wB97M-V/def2-TZVPD

Values from the calculation:
LUMO (spin up / spin down) = -0.03318 / -0.03295 hartree
ΔE to the lowest compared entry with this formula, charge and spin = 827.8 kJ/mol
HOMO-LUMO gap (spin up / spin down) = 8.0 / 8.0 eV

Last column: Löwdin charge in e.
Cartesian coordinates (Å):
C: -0.01794 -1.03123 0.54184  -0.048
C: -0.94814 -0.29732 0.00623  0.036
C: 1.43380 -0.50626 0.58842  -0.164
C: 0.77666 1.25501 -0.76067  0.087
N: -2.31229 -0.03169 -0.05195  -0.442
O: -2.88074 0.13831 -1.12866  0.048
O: -2.74385 0.18734 1.04718  0.082
O: 1.39393 0.84777 0.31441  -0.108
H: -0.08910 -2.05502 0.59412  0.088
H: 1.96132 -0.75098 1.55554  0.156
H: 1.93400 -0.85558 -0.25181  0.100
H: 1.04482 0.84861 -1.65834  0.074
H: 0.44752 2.25104 -0.79630  0.093

=====

No. 3
Molecular formula: C26H48O2P2Rh
Method: DFT, wB97M-V/def2-TZVPD

Values from the calculation:
spin multiplicity = 5
charge = +1
LUMO (spin up / spin down) = -0.05821 / -0.17455 hartree
ΔE to the lowest compared entry with this formula, charge and spin = 0.0 kJ/mol
HOMO-LUMO gap (spin up / spin down) = 7.6 / 6.5 eV
expectation value of S² = 6.0209

Last column: Mulliken spin population.
Cartesian coordinates (Å):
Rh: 0.23066 -0.08134 0.43482  2.138
C: 1.09297 0.67687 -2.08383  0.265
C: -0.06957 1.46004 -2.24813  0.175
C: 0.75315 1.92007 -0.12637  0.069
C: 1.66821 0.93682 -0.78580  0.140
C: -0.27245 2.24810 -1.10071  0.306
C: 1.78420 -0.09576 -3.14133  -0.012
H: 1.08481 -0.67781 -3.75803  0.001
H: 2.51329 -0.78376 -2.69827  0.007
H: 2.33990 0.56933 -3.82293  0.016
C: 3.11547 0.85123 -0.46586  0.020
H: 3.57623 -0.01058 -0.94482  0.010
H: 3.25365 0.76324 0.61212  -0.004
H: 3.64828 1.75718 -0.78703  0.009
C: 1.21777 2.81556 0.95914  0.032
H: 1.70713 3.70610 0.53797  0.006
H: 1.94442 2.29496 1.58615  -0.006
H: 0.38251 3.13595 1.59344  0.010
C: -1.17945 3.40529 -1.01432  0.017
H: -0.85505 4.20772 -1.69512  0.021
H: -1.20862 3.82578 -0.00756  0.000
H: -2.20336 3.14014 -1.30412  0.006
C: -0.84032 1.59022 -3.51632  -0.009
H: -0.32736 2.23259 -4.24966  0.023
H: -1.82560 2.02401 -3.34076  -0.006
H: -0.98849 0.61386 -3.99998  0.006
C: -2.55051 -1.80481 -1.00576  0.016
C: -2.11015 -1.35856 -2.18919  0.037
C: -3.03398 -1.17031 -3.35899  0.014
C: -3.88645 0.13843 -3.36131  -0.001
C: -3.83115 0.97704 -2.10662  0.010
C: -4.31531 0.49998 -0.94070  -0.007
C: -4.96017 -0.84439 -0.85265  0.000
C: -4.00943 -2.08920 -0.78919  0.014
H: -3.73093 -2.01653 -3.43496  0.001
H: -4.93385 -0.16130 -3.55430  0.000
H: -2.43782 -1.17987 -4.28340  -0.001
H: -4.36667 -2.80767 -1.54609  -0.001
H: -1.87117 -2.06079 -0.18412  0.022
H: -1.05215 -1.15890 -2.38764  -0.029
H: -4.14911 -2.57805 0.18264  0.000
H: -5.58521 -0.86668 0.05281  0.001
H: -4.45048 1.15023 -0.08057  0.005
H: -5.63499 -1.00138 -1.70773  0.001
H: -3.57466 0.75080 -4.22408  0.001
H: -3.59505 2.03719 -2.24901  -0.004
P: 1.00606 -2.41655 0.11163  0.159
C: 2.83897 -2.57436 0.18361  0.011
H: 3.09765 -3.63638 0.30920  0.000
H: 3.23432 -1.99715 1.03328  -0.003
H: 3.27260 -2.18991 -0.75124  -0.002
C: 0.31127 -3.61167 1.31461  0.024
H: 0.88662 -4.55085 1.27901  0.004
H: -0.74769 -3.79838 1.08570  -0.001
H: 0.40131 -3.16316 2.31014  -0.005
C: 0.58937 -3.09464 -1.52736  0.028
H: -0.50178 -3.13492 -1.62909  -0.003
H: 1.01551 -4.10320 -1.63183  0.004
H: 0.99734 -2.43771 -2.30509  -0.011
P: -1.37024 0.35200 2.16439  0.157
C: -2.42476 1.72959 1.64188  0.039
H: -3.32716 1.77213 2.26630  0.005
H: -2.71355 1.58675 0.59164  -0.007
H: -1.87326 2.67347 1.74133  0.002
C: -2.43561 -1.11620 2.30399  0.070
H: -3.13082 -1.15373 1.45485  -0.022
H: -3.00205 -1.08721 3.24632  0.004
H: -1.80439 -2.01442 2.29308  -0.015
C: -0.83204 0.81389 3.85452  0.001
H: -1.70845 1.05836 4.47219  0.001
H: -0.17622 1.69452 3.79368  -0.002
H: -0.27717 -0.02206 4.30334  0.003
C: 3.12184 0.29088 3.69169  0.022
O: 2.39074 0.52450 2.45957  -0.006
C: 1.43346 -0.38185 2.14104  0.178
O: 1.23982 -1.33407 2.89846  0.034
H: 2.41925 0.33543 4.53756  0.002
H: 3.83583 1.11329 3.72414  0.004
H: 3.63602 -0.67856 3.64440  0.001

=====

No. 4
Molecular formula: C4H13N2Si
Method: DFT, wB97M-V/def2-TZVPD

Values from the calculation:
charge = +1
structure (SMILES) = C[Si](C)(C)NC=[NH2+]
LUMO = -0.11620 hartree
ΔE to the lowest compared entry with this formula, charge and spin = 21.2 kJ/mol
HOMO-LUMO gap = 11.8 eV

Last column: Löwdin charge in e.
Cartesian coordinates (Å):
C: 1.17298 0.56715 1.83911  -0.206
C: 1.42964 -0.26347 -1.31169  -0.173
C: -1.37420 1.41616 -1.26071  -0.143
C: -1.30125 -1.35692 0.19424  -0.153
N: 0.18368 0.90216 1.10714  0.039
N: 1.89521 -0.56997 1.70838  0.164
Si: -0.24784 -0.01016 -0.52469  0.653
H: 1.38990 1.25033 2.58896  0.134
H: 2.38677 -0.03929 -0.62732  0.084
H: 1.47493 -1.18675 -1.82162  0.016
H: 1.62545 0.62486 -2.04759  0.087
H: -1.10502 2.36402 -0.85053  0.011
H: -1.08843 1.54205 -2.31852  0.035
H: -2.45275 1.27739 -1.33946  0.042
H: -2.03973 -0.87509 0.82900  0.053
H: -1.67867 -1.94699 -0.52279  -0.010
H: -0.93913 -2.02524 0.97248  0.049
H: -0.34249 1.78040 1.18651  0.131
H: 2.66762 -0.70954 2.36235  0.142
H: 2.02471 -0.92847 0.79551  0.046

=====

No. 5
Molecular formula: C4H5NO
Method: DFT, wB97M-V/def2-TZVPD

Values from the calculation:
structure (SMILES) = N=C=O.C#CC
LUMO = 0.02709 hartree
ΔE to the lowest compared entry with this formula, charge and spin = 212.2 kJ/mol
HOMO-LUMO gap = 11.2 eV

Last column: Löwdin charge in e.
Cartesian coordinates (Å):
C: 0.60388 0.37479 0.89587  -0.209
C: 0.78333 -0.54613 1.66044  0.109
C: -0.45494 -1.68329 -1.74811  -0.387
C: 0.08606 1.60901 0.23500  -0.106
N: -1.03551 -1.22574 -0.77535  0.168
O: -0.00316 -2.25242 -2.67137  0.129
H: 1.05535 -1.42138 2.17522  0.033
H: -0.98370 1.38414 0.04180  0.079
H: 0.10338 2.56548 0.81364  0.090
H: 0.56412 1.91994 -0.70438  0.078
H: -0.71880 -0.72440 0.07725  0.015

=====

No. 6
Molecular formula: C29H20Br2IrNO4PS2
Method: DFT, wB97M-V/def2-TZVPD

Values from the calculation:
spin multiplicity = 2
LUMO (spin up / spin down) = -0.01029 / -0.02172 hartree
ΔE to the lowest compared entry with this formula, charge and spin = 0.0 kJ/mol
HOMO-LUMO gap (spin up / spin down) = 7.5 / 7.2 eV
expectation value of S² = 0.7551

Last column: Mulliken spin population.
Cartesian coordinates (Å):
Ir: -0.30035 -0.02287 0.30913  0.911
C: -2.28434 -0.94192 2.98897  0.022
C: -0.86999 -0.68979 3.40013  -0.026
C: -0.49233 -0.71674 4.76009  0.009
C: 0.81032 -0.53270 5.12353  -0.008
C: 1.79660 -0.31977 4.13631  0.012
C: 3.18397 -0.17261 4.36806  -0.003
Br: 3.86608 -0.23348 6.13247  0.001
C: 4.04471 0.00224 3.32021  0.003
C: 3.57510 0.07499 2.00196  -0.002
Br: 4.81337 0.28547 0.59881  0.000
C: 2.22444 -0.00722 1.70353  0.028
O: 1.73810 0.13031 0.50147  0.011
C: 1.34539 -0.25687 2.80462  -0.043
N: 0.03586 -0.44193 2.47359  0.071
H: -2.81355 -1.49294 3.76444  0.001
H: -2.31270 -1.50580 2.05660  -0.002
H: -2.79898 0.00249 2.80781  -0.002
H: -1.25542 -0.89670 5.50468  0.001
H: 1.10372 -0.55993 6.16422  0.000
H: 5.10776 0.08657 3.49766  0.000
O: -2.33794 1.59403 1.14007  0.008
S: -2.96920 1.22571 -0.13363  -0.008
O: -4.38645 1.04211 -0.08492  0.001
O: -2.18992 0.06352 -0.69554  0.012
C: -2.57848 2.57990 -1.20521  0.005
C: -3.54258 3.04728 -2.08036  0.001
C: -3.26488 4.14861 -2.87624  0.000
C: -2.02896 4.76908 -2.78438  0.000
C: -1.06256 4.27963 -1.91691  0.000
C: -1.31607 3.17353 -1.11000  -0.017
P: -0.01224 2.48419 -0.00816  -0.021
C: 1.52562 2.85752 -0.89796  -0.026
C: 2.66702 3.25537 -0.20834  0.000
C: 3.86528 3.43491 -0.88342  0.001
C: 3.93905 3.20117 -2.24720  0.000
C: 2.81263 2.77086 -2.93598  0.011
C: 1.61438 2.59431 -2.26450  0.029
C: 0.02730 3.58556 1.43888  -0.008
C: 0.33006 4.94010 1.31425  0.001
C: 0.39467 5.74788 2.43744  0.000
C: 0.16523 5.20625 3.69599  0.000
C: -0.13708 3.86002 3.82679  0.000
C: -0.21027 3.05220 2.70080  -0.012
H: -4.50701 2.55878 -2.11014  0.000
H: -4.01530 4.52502 -3.55847  0.000
H: -1.80901 5.63703 -3.39200  0.000
H: -0.09233 4.75792 -1.88213  0.000
H: 2.62776 3.42609 0.86018  0.000
H: 4.74523 3.74458 -0.33515  0.000
H: 4.87515 3.34052 -2.77215  0.000
H: 2.86718 2.56821 -3.99758  0.000
H: 0.74458 2.24711 -2.80963  0.003
H: 0.52644 5.36704 0.33847  0.000
H: 0.62951 6.79888 2.33127  0.000
H: 0.22240 5.83691 4.57376  0.000
H: -0.32134 3.43563 4.80526  0.000
H: -0.46769 2.00732 2.79950  0.017
S: 0.24017 -2.99708 -1.08664  -0.016
C: -0.06212 -1.71614 -0.28796  0.035

=====

No. 7
Molecular formula: C12H14F3NO2
Method: DFT, wB97M-V/def2-TZVPD

Values from the calculation:
structure (SMILES) = CC[C@@H](CO)NC(=O)c1ccccc1C(F)(F)F
LUMO = 0.02217 hartree
ΔE to the lowest compared entry with this formula, charge and spin = 10.1 kJ/mol
HOMO-LUMO gap = 10.2 eV

Last column: Löwdin charge in e.
Cartesian coordinates (Å):
C: 4.09507 0.93042 0.67186  -0.098
H: 4.57754 -0.01650 0.90532  0.070
C: 2.58376 0.84356 0.85502  -0.201
H: 2.15900 1.84776 0.78943  0.115
H: 2.35978 0.45095 1.85096  0.113
C: 1.87942 -0.02962 -0.19246  -0.291
N: 0.44793 0.03763 0.03104  0.105
C: -0.40367 0.58570 -0.86119  -0.454
O: -0.05419 1.11434 -1.89340  0.094
C: -1.85099 0.57274 -0.44395  -0.069
C: -2.50892 1.79824 -0.42926  -0.004
C: -3.84427 1.88492 -0.08199  -0.058
C: -4.55059 0.73845 0.24173  -0.062
C: -3.92136 -0.49238 0.20583  -0.008
C: -2.57695 -0.57938 -0.13799  -0.066
C: -1.93712 -1.93986 -0.17048  -0.570
F: -1.07373 -2.11098 -1.17816  0.157
F: -1.23637 -2.19309 0.96539  0.122
F: -2.83103 -2.93199 -0.26635  0.143
H: -4.47220 -1.39152 0.43543  0.121
H: -5.59355 0.79729 0.51123  0.107
H: -4.33555 2.84577 -0.06991  0.108
H: -1.95102 2.68107 -0.70096  0.124
H: 0.10538 -0.35667 0.89260  0.143
H: 2.04491 0.37601 -1.19707  0.154
C: 2.34406 -1.50059 -0.18089  -0.213
O: 3.42354 -1.74913 -1.04010  -0.047
H: 4.15769 -1.17177 -0.80409  0.065
H: 1.53487 -2.13293 -0.55350  0.118
H: 2.58162 -1.80865 0.84915  0.127
H: 4.50528 1.68051 1.34427  0.074
H: 4.34162 1.21971 -0.34752  0.083

=====

No. 8
Molecular formula: C11H5F3N5O7S
Method: DFT, wB97M-V/def2-TZVPD

Values from the calculation:
charge = -1
structure (SMILES) = O=Cc1nccn1[C@H]1C(S(=O)(=O)C(F)(F)F)=CC(=[N+]([O-])[O-])c2no[n+]([O-])c21
LUMO = 0.08472 hartree
HOMO-LUMO gap = 7.7 eV

Last column: Löwdin charge in e.
Cartesian coordinates (Å):
O: 3.43769 3.37365 -0.19329  0.056
C: 2.60280 2.50374 -0.33852  -0.213
C: 1.14216 2.67609 -0.46821  -0.203
N: 0.11661 1.63508 -0.60506  0.002
C: -1.06786 2.35727 -0.38231  -0.035
C: -0.77241 3.67555 -0.34183  -0.123
N: 0.58392 3.86057 -0.41385  0.134
H: 2.85703 1.43423 -0.47415  0.102
H: -1.98764 1.80909 -0.38516  0.125
H: -1.46868 4.48667 -0.26749  0.094
O: -2.55655 -0.48206 2.59538  -0.292
S: -1.23743 -0.05229 2.20202  0.740
O: -0.81690 1.32956 2.32757  -0.298
C: -0.01519 -0.98870 3.32564  -0.595
F: -0.20240 -0.67210 4.62060  0.126
F: -0.16003 -2.32561 3.15186  0.116
F: 1.24277 -0.62344 2.94880  0.102
C: -0.87537 -0.51303 0.53807  -0.213
C: 0.25841 0.39455 -0.21881  -0.250
C: 0.53905 -0.45593 -1.43140  -0.023
N: 1.61315 -0.18980 -2.23181  -0.143
O: 2.38048 0.75109 -2.45108  0.016
O: 1.76844 -1.37727 -3.05828  -0.007
N: 0.80239 -2.30362 -2.82331  0.124
C: 0.07359 -1.75120 -1.79821  -0.161
C: -0.95700 -2.40898 -1.06830  -0.110
N: -1.49089 -3.75323 -1.36207  -0.336
O: -1.22193 -4.36790 -2.41618  0.021
O: -2.22868 -4.26299 -0.48039  -0.018
C: -1.31340 -1.77125 0.14933  -0.016
H: 0.99669 0.34848 0.61260  0.155
H: -2.04281 -2.33622 0.73783  0.125

=====

| no. | calculated total energy (hartree) |
| --- | --- |
| 1 | -11231.7881 |
| 2 | -435.6052 |
| 3 | -1962.8516 |
| 4 | -558.9965 |
| 5 | -285.3337 |
| 6 | -7862.9371 |
| 7 | -970.5388 |
| 8 | -1920.1945 |